Below is a molecular structure, C8H17GdP2 at a distorted geometry, with properties calculated with the ωB97M-V functional and the def2-TZVPD basis.

Calculated values
Multiplicity: 8
Highest occupied orbital energy (alpha / beta), eV: -5.61 / -5.64
<S²>: 16.73
Largest force on an atom, eV/Å: 3.173
DFT total energy, eV: -47977.04298
ΔE to the lowest compared entry with this formula, charge and spin, kJ/mol: 92.7
Frontier orbital gap (alpha / beta), eV: 4.716 / 5.539

Each line ends with the Mulliken spin population.
Cartesian coordinates (Å):
1 Gd -1.3629 -1.4902 0.9721  7.073
2 P -0.1937 0.5923 1.8906  -0.149
3 P -0.3437 -3.7061 -0.4107  0.018
4 C 0.6003 1.4562 -2.5664  -0.009
5 C -1.5518 1.0432 -3.2602  0.011
6 C 0.8570 1.7616 0.9931  -0.003
7 C -0.5342 2.0287 -3.2165  -0.022
8 C -0.3461 1.2968 3.5604  -0.010
9 C 0.3010 0.1263 -2.2059  -0.004
10 C -1.0813 -0.1336 -2.5867  0.009
11 C 0.8597 -0.9540 2.1429  0.042
12 H -1.1639 0.7991 4.1123  -0.005
13 H -0.6013 3.0357 -3.6336  0.001
14 H 0.5583 -2.0208 1.8164  0.033
15 H 1.5218 1.2353 0.2928  0.005
16 H 1.4413 2.3466 1.7230  -0.004
17 H -0.2142 -4.8741 0.4363  0.013
18 H -1.1526 -4.3269 -1.4402  0.033
19 H 0.2061 2.4305 0.4078  -0.001
20 H 1.0096 -0.5992 -1.7783  -0.012
21 H -0.5843 2.3696 3.4441  -0.001
22 H 1.8045 -0.7538 1.6256  0.015
23 H -1.6040 -1.0809 -2.4326  -0.002
24 H 0.9215 -3.8193 -1.0852  -0.009
25 H 0.6198 1.1589 4.0777  0.002
26 H -2.5576 1.1670 -3.6528  0.000
27 H 1.0334 -1.0404 3.2191  -0.021
28 H 1.5573 1.9516 -2.4453  0.000